Entry 1:
Below is a cluster of 3 separate species, C16H37N2O9P2S in total, with properties calculated with ωB97M-V/def2-TZVPD.

LUMO energy, eV: 0.0
E, Ha: -2499.0633
Total charge: -1
Multiplicity: 1

Positions of all 67 atoms, in Å:
C: 1.444 2.700 -0.638
C: 0.495 3.039 -1.947
O: -0.371 4.240 -1.745
C: -1.465 3.912 -0.773
N: -2.779 4.104 -1.497
N: -3.809 3.370 -0.929
C: -3.736 2.066 -1.437
S: -3.073 0.478 -1.652
H: 0.797 2.030 0.091
H: 1.657 3.724 -0.109
H: 2.426 2.108 -0.898
H: 1.233 3.339 -2.835
H: -0.110 2.106 -2.346
H: -1.336 4.710 0.105
H: -1.321 2.856 -0.279
O: 0.826 3.199 3.148
P: 1.055 3.210 4.679
O: 2.679 3.383 4.497
C: 3.138 4.723 4.379
C: 2.874 5.506 5.653
O: 0.749 1.567 4.718
C: 0.073 1.014 3.557
C: 1.135 0.671 2.500
O: 1.310 3.221 6.390
C: 1.946 2.034 6.932
C: 3.303 1.645 6.317
H: 2.655 5.202 3.521
H: 4.214 4.688 4.182
H: 1.799 5.578 5.854
H: 3.265 6.523 5.584
H: 3.330 5.004 6.512
H: -0.735 1.656 3.203
H: -0.430 0.082 3.867
H: 1.822 1.495 2.264
H: 0.678 0.343 1.562
H: 1.785 -0.120 2.887
H: 1.260 1.194 6.859
H: 2.087 2.211 7.995
H: 3.219 1.363 5.261
H: 3.727 0.773 6.816
H: 4.009 2.473 6.401
O: -1.159 -2.725 -2.909
P: -1.775 -3.269 -4.222
O: -2.360 -4.605 -3.464
C: -3.646 -4.457 -2.876
C: -4.705 -4.198 -3.933
O: -0.241 -3.657 -4.759
C: 0.862 -3.013 -4.067
C: 1.211 -3.856 -2.830
O: -2.462 -3.877 -5.688
C: -1.796 -5.036 -6.254
C: -1.650 -6.259 -5.330
H: -3.622 -3.644 -2.143
H: -3.875 -5.384 -2.342
H: -4.510 -3.258 -4.463
H: -5.701 -4.128 -3.491
H: -4.700 -4.997 -4.683
H: 0.665 -1.960 -3.862
H: 1.733 -3.004 -4.745
H: 0.355 -4.088 -2.183
H: 1.971 -3.368 -2.211
H: 1.578 -4.835 -3.154
H: -0.816 -4.741 -6.624
H: -2.367 -5.330 -7.130
H: -1.005 -6.059 -4.467
H: -1.182 -7.095 -5.853
H: -2.628 -6.579 -4.967

***

Entry 2:
Below is a cluster of 3 separate species, C16H38BClN3O14P3S2 in total, with properties calculated with ωB97M-V/def2-TZVPD.

LUMO energy, eV: -1.5
Energy relative to the best compared isomer or geometry (same formula, charge and spin), eV: 0.000
E, Ha: -4155.5426
SMILES: CCN[C@@H]1[C@@]([PH2]=S)(B(O)OC)[C@@H](CCN)[C@@](Cl)(N=C=O)OS1(=O)=O.COP(=O)(OC)OC.COP(=O)(OC)OC
Multiplicity: 1

Positions of all 78 atoms, in Å:
C: -2.361 0.576 3.521
C: -2.495 -0.856 2.925
N: -2.222 -0.943 1.474
C: -0.850 -0.758 1.160
C: -0.556 -0.298 -0.303
P: -1.734 -1.325 -1.407
S: -1.671 -0.804 -3.280
B: -1.086 1.197 -0.639
O: -0.722 1.900 -1.765
O: -1.922 1.826 0.254
C: -1.947 3.263 0.116
C: 0.957 -0.525 -0.587
C: 1.964 0.068 0.431
C: 1.654 1.465 1.019
N: 2.601 1.668 2.162
C: 1.349 -2.049 -0.800
Cl: 1.198 -2.530 -2.564
N: 2.779 -2.298 -0.469
C: 3.519 -2.054 -1.422
O: 4.287 -1.559 -2.140
O: 0.621 -2.986 -0.038
S: -0.047 -2.455 1.350
O: 0.892 -2.449 2.440
O: -1.079 -3.390 1.674
H: -2.340 1.371 2.766
H: -1.439 0.607 4.125
H: -3.189 0.716 4.232
H: -3.510 -1.254 3.067
H: -1.828 -1.586 3.409
H: -2.823 -0.269 1.013
H: -0.341 -0.150 1.930
H: -3.015 -0.943 -0.933
H: -1.632 -2.709 -1.154
H: 0.232 1.935 -1.891
H: -2.644 3.543 -0.687
H: -0.956 3.718 0.011
H: -2.383 3.667 1.046
H: 1.173 -0.062 -1.566
H: 2.150 -0.593 1.292
H: 2.928 0.181 -0.090
H: 1.902 2.251 0.281
H: 0.645 1.589 1.434
H: 2.105 2.292 2.794
H: 3.400 2.214 1.856
C: 4.544 -2.204 2.070
O: 5.759 -1.856 2.764
P: 6.389 -3.026 3.799
O: 7.362 -2.160 4.516
O: 7.073 -3.850 2.564
C: 8.007 -3.176 1.730
O: 6.499 -4.378 4.783
C: 5.501 -5.400 4.595
H: 4.295 -1.396 1.389
H: 4.677 -3.125 1.495
H: 3.725 -2.329 2.780
H: 8.426 -2.294 2.214
H: 7.519 -2.880 0.799
H: 8.813 -3.870 1.493
H: 5.538 -5.795 3.578
H: 4.504 -5.001 4.797
H: 5.702 -6.206 5.297
C: -5.146 4.628 -6.307
O: -4.478 4.470 -5.042
P: -5.427 3.938 -3.753
O: -4.466 4.253 -2.659
O: -5.343 2.384 -4.236
C: -4.056 1.784 -4.369
O: -6.763 3.590 -2.802
C: -8.031 3.481 -3.477
H: -4.403 4.899 -7.053
H: -5.629 3.694 -6.610
H: -5.890 5.424 -6.246
H: -3.290 2.317 -3.805
H: -3.774 1.760 -5.424
H: -4.115 0.761 -4.005
H: -8.005 2.681 -4.220
H: -8.286 4.425 -3.964
H: -8.794 3.254 -2.736

***

Entry 3:
Below is a cluster of 5 separate species, C16H38BrFN4O14PS4 in total, with properties calculated with ωB97M-V/def2-TZVPD.

LUMO energy, eV: -2.4
E, Ha: -6512.6401
Total charge: +1
Multiplicity: 1

Positions of all 79 atoms, in Å:
O: 0.875 1.680 -2.099
C: 1.134 0.665 -1.532
F: 2.315 0.080 -1.699
C: 0.257 -0.116 -0.601
C: -1.173 0.223 -0.729
N: -2.013 -0.666 -1.210
C: -3.230 -0.079 -1.164
N: -4.341 -0.699 -1.547
P: -4.395 -2.377 -2.116
O: -5.973 -2.692 -1.861
Br: -3.353 -3.656 -0.564
N: -3.084 1.149 -0.692
N: -1.790 1.348 -0.401
H: 0.635 -0.021 0.416
H: 0.359 -1.171 -0.849
H: -5.218 -0.195 -1.515
H: -6.032 -3.657 -1.814
H: -3.827 1.825 -0.544
H: -1.366 2.184 -0.027
O: -5.568 2.897 0.559
S: -6.340 4.115 0.505
O: -5.990 5.148 -0.413
O: -6.443 4.716 1.965
C: -5.225 4.931 2.712
C: -4.495 6.183 2.268
C: -8.041 3.717 0.310
H: -4.583 4.051 2.647
H: -5.527 5.032 3.752
H: -4.100 6.074 1.258
H: -3.660 6.392 2.937
H: -5.168 7.039 2.262
H: -8.313 2.961 1.042
H: -8.176 3.333 -0.699
H: -8.627 4.622 0.448
O: 0.837 -4.758 -4.145
S: 2.236 -4.704 -4.445
O: 3.194 -4.439 -3.415
O: 2.462 -3.672 -5.638
C: 1.914 -2.351 -5.480
C: 2.769 -1.499 -4.566
C: 2.711 -6.158 -5.314
H: 0.884 -2.410 -5.123
H: 1.884 -1.912 -6.475
H: 2.738 -1.871 -3.543
H: 2.414 -0.468 -4.563
H: 3.811 -1.514 -4.885
H: 2.009 -6.326 -6.127
H: 2.678 -6.986 -4.609
H: 3.721 -6.027 -5.692
O: 3.146 -3.519 2.684
S: 4.418 -2.885 2.512
O: 4.523 -1.456 2.537
O: 5.089 -3.427 1.172
C: 4.279 -3.318 -0.023
C: 4.297 -1.900 -0.558
C: 5.573 -3.578 3.644
H: 3.263 -3.661 0.177
H: 4.705 -3.995 -0.759
H: 3.796 -1.213 0.122
H: 3.794 -1.853 -1.521
H: 5.323 -1.549 -0.675
H: 5.518 -4.661 3.581
H: 5.297 -3.242 4.641
H: 6.569 -3.222 3.391
O: 0.117 1.334 2.324
S: 0.465 2.261 3.374
O: 0.432 3.667 3.129
O: 1.872 1.860 3.976
C: 3.005 1.692 3.083
C: 3.589 3.024 2.654
C: -0.489 1.898 4.807
H: 2.722 1.086 2.221
H: 3.749 1.129 3.639
H: 2.898 3.573 2.014
H: 4.514 2.868 2.100
H: 3.794 3.651 3.522
H: -0.424 0.833 5.012
H: -1.519 2.181 4.598
H: -0.101 2.480 5.638

***

Entry 4:
Below is a structure of composition C16H38GeN3O2PtSSi3, with properties calculated with ωB97M-V/def2-TZVPD.

LUMO energy (spin up / spin down), eV: -10.8 / -14.1
Energy relative to the best compared isomer or geometry (same formula, charge and spin), eV: 0.097
E, Ha: -4408.5611
Total charge: +4
Expectation value of S²: 8.771
Multiplicity: 6

Positions of all 65 atoms, in Å:
Pt: 0.623 -0.785 -0.335
C: -1.084 -3.728 3.809
O: -0.937 -2.364 3.307
C: -0.746 -2.113 2.055
O: -0.626 -0.949 1.657
N: -0.688 -3.148 1.168
N: -0.555 -2.828 -0.189
H: -1.108 -3.636 4.885
H: -0.230 -4.337 3.515
H: -2.025 -4.158 3.464
H: -0.956 -4.085 1.421
H: -1.471 -2.788 -0.625
H: -0.030 -3.570 -0.635
C: -3.741 0.083 -0.650
Si: -2.736 0.841 -1.992
C: -1.806 -0.389 -3.014
C: -3.302 2.342 -2.849
Ge: -0.589 1.548 -0.207
Si: -1.442 2.933 2.318
C: 0.254 3.296 2.885
C: -2.410 1.627 3.128
C: -2.320 4.217 1.361
Si: 1.419 3.012 -1.669
C: 1.656 1.685 -2.924
C: 0.669 4.575 -2.224
C: 2.635 3.024 -0.294
H: -4.340 -0.732 -1.082
H: -4.437 0.809 -0.218
H: -3.119 -0.328 0.152
H: -2.507 -1.175 -3.339
H: -1.000 -0.876 -2.470
H: -1.376 0.068 -3.911
H: -4.219 2.075 -3.401
H: -2.571 2.703 -3.575
H: -3.565 3.150 -2.161
H: 0.909 2.422 2.836
H: 0.206 3.605 3.941
H: 0.694 4.119 2.319
H: -1.804 0.735 3.277
H: -3.306 1.374 2.555
H: -2.733 1.990 4.117
H: -1.678 4.701 0.620
H: -2.646 5.000 2.068
H: -3.218 3.828 0.873
H: 0.945 1.777 -3.749
H: 1.577 0.687 -2.500
H: 2.671 1.781 -3.340
H: -0.233 4.423 -2.824
H: 1.406 5.094 -2.861
H: 0.440 5.239 -1.385
H: 2.584 2.130 0.333
H: 2.507 3.906 0.338
H: 3.644 3.071 -0.732
S: 2.802 -1.473 0.092
C: 3.305 -3.136 -0.123
N: 4.235 -3.604 0.757
C: 4.814 -4.808 0.645
C: 4.487 -5.636 -0.414
C: 3.547 -5.202 -1.333
C: 2.943 -3.949 -1.180
H: 4.534 -2.998 1.513
H: 5.540 -5.078 1.404
H: 4.983 -6.594 -0.518
H: 3.295 -5.825 -2.183
H: 2.231 -3.578 -1.906

***

Max |F| readings, ordered: 8.2 7.9 2.3 1.6 eV/A